# 1
This record from the OMol25 dataset describes a cluster of 3 separate species, C11H24N4O4 in total in a non-equilibrium geometry. The level of theory is the ωB97M-V functional and the def2-TZVPD basis.

SMILES: [H]/N=C(\C)C[C@H](N)OC=O.CN(C)C=O.CN(C)C=O
E_HOMO in eV: -8.96

Last column: Löwdin charge in e.
Cartesian coordinates (Å):
C1 -0.840 -1.049 2.290  -0.030
C2 -0.677 0.450 2.263  -0.443
N1 0.273 1.018 2.822  0.173
C3 -1.752 1.215 1.561  -0.082
C4 -1.373 1.747 0.189  -0.387
N2 -0.588 0.798 -0.584  0.094
O1 -0.761 3.046 0.236  0.001
C5 0.590 3.084 0.392  -0.402
O2 1.081 3.674 1.254  0.122
H1 -1.266 -1.422 1.369  0.035
H2 -1.481 -1.279 3.130  0.086
H3 0.103 -1.526 2.484  0.075
H4 0.903 0.343 3.244  0.061
H5 -2.005 2.065 2.171  0.126
H6 -2.616 0.576 1.445  0.115
H7 -2.304 1.930 -0.332  0.137
H8 -0.848 0.911 -1.554  0.086
H9 -0.859 -0.151 -0.337  0.033
H10 1.209 2.605 -0.361  0.120
C6 -2.371 -2.645 -1.370  -0.312
O3 -1.951 -1.786 -0.608  -0.021
N3 -3.591 -3.190 -1.298  -0.190
C7 -4.037 -4.210 -2.228  -0.050
C8 -4.494 -2.741 -0.250  -0.030
H11 -1.759 -3.048 -2.192  0.142
H12 -4.918 -3.860 -2.768  0.092
H13 -4.290 -5.122 -1.686  0.092
H14 -3.250 -4.434 -2.945  0.084
H15 -4.673 -1.670 -0.348  0.094
H16 -4.049 -2.924 0.728  0.095
H17 -5.437 -3.275 -0.326  0.087
C9 5.548 0.441 -0.274  -0.365
O4 5.502 -0.168 0.778  0.010
N4 4.911 1.600 -0.523  -0.198
C10 5.009 2.272 -1.802  -0.062
C11 4.097 2.194 0.528  -0.037
H18 6.136 0.078 -1.137  0.129
H19 5.433 3.269 -1.668  0.089
H20 4.018 2.366 -2.252  0.086
H21 5.649 1.705 -2.476  0.079
H22 4.718 2.397 1.401  0.097
H23 3.311 1.499 0.823  0.092
H24 3.650 3.120 0.179  0.079


# 2
This record from the OMol25 dataset describes the molecule C11H24NP in a non-equilibrium geometry. The level of theory is the ωB97M-V functional and the def2-TZVPD basis.

ΔE to the lowest compared entry with this formula, charge and spin in kcal per mole: 0.00
SMILES: CC/C=N/[C@H](PCC)C(C)(C)CC
E_HOMO in eV: -8.65

Last column: Löwdin charge in e.
Cartesian coordinates (Å):
C1 -1.134 -0.906 1.338  -0.216
C2 -1.802 -3.135 2.153  -0.141
C3 3.076 1.181 -0.996  -0.125
C4 -1.895 3.003 1.511  -0.177
C5 -0.433 -0.026 -2.680  -0.080
C6 1.135 -1.681 -1.682  -0.065
C7 -2.255 -1.755 1.842  -0.246
C8 1.925 0.759 -1.983  -0.273
C9 -0.585 2.188 1.540  -0.475
C10 0.214 0.150 -0.247  -0.488
C11 0.746 -0.168 -1.741  -0.573
N1 -1.027 -0.515 0.121  0.045
P1 0.085 2.016 -0.162  1.007
H1 -0.303 -0.746 2.052  0.124
H2 -1.054 -3.577 1.435  0.094
H3 -1.433 -3.321 3.167  0.069
H4 -2.624 -3.875 2.085  0.076
H5 4.066 1.098 -1.517  0.077
H6 2.850 2.178 -0.656  0.025
H7 3.229 0.500 -0.146  0.064
H8 -2.213 3.166 2.547  0.074
H9 -1.667 3.968 1.166  0.041
H10 -2.597 2.620 0.844  0.036
H11 -1.277 -0.165 -2.062  0.043
H12 -0.499 0.851 -3.301  0.071
H13 -0.459 -0.808 -3.501  0.102
H14 0.249 -2.402 -1.694  0.105
H15 1.841 -1.936 -2.566  0.100
H16 1.885 -1.755 -0.919  0.055
H17 -2.976 -1.877 1.101  0.081
H18 -2.690 -1.247 2.822  0.156
H19 1.380 1.718 -2.295  0.083
H20 2.535 0.371 -2.874  0.126
H21 -0.814 1.199 2.020  0.045
H22 0.223 2.705 2.151  0.084
H23 0.907 -0.035 0.589  0.099
H24 -1.179 2.085 -0.838  -0.019


# 3
This record from the OMol25 dataset describes a structure of composition C11H24O13V2 in a non-equilibrium geometry. The level of theory is the ωB97M-V functional and the def2-TZVPD basis.

ΔE to the lowest compared entry with this formula, charge and spin in kcal per mole: 644.85
Charge: -2
E_HOMO in eV: -0.21

Last column: Löwdin charge in e.
Cartesian coordinates (Å):
O1 -1.464 0.000 1.657  -0.288
V1 -2.081 -0.998 2.830  1.048
O2 -3.444 -0.198 3.358  -0.470
O3 -1.290 0.110 -0.007  -0.268
V2 -0.072 -0.888 0.167  0.821
O4 0.897 -0.830 -1.024  -0.333
C1 0.951 0.463 1.678  -0.823
O5 0.688 1.537 2.315  -0.006
O6 0.535 0.460 0.538  -0.174
O7 1.229 -0.581 2.365  -0.032
C2 -0.539 -2.562 0.713  -0.929
O8 -1.095 -2.167 -0.305  0.048
O9 0.356 -1.837 1.234  -0.221
O10 -1.079 -3.466 1.335  0.060
C3 -1.240 2.133 -2.491  -0.022
C4 -0.047 1.397 -3.188  -0.442
C5 0.220 -0.068 -2.958  -0.052
O11 -0.188 1.549 -4.596  -0.105
H1 -1.616 3.014 -3.009  0.073
H2 -0.989 2.385 -1.461  0.059
H3 -2.085 1.504 -2.210  0.043
H4 0.883 1.937 -3.011  0.124
H5 0.813 -0.470 -3.780  0.075
H6 -0.704 -0.646 -2.921  0.089
H7 0.740 -0.251 -2.018  -0.108
H8 0.032 2.482 -4.646  0.057
C6 3.984 -3.385 0.984  -0.074
C7 3.041 -2.228 1.173  -0.416
C8 2.799 -1.366 -0.059  -0.049
O12 1.750 -2.701 1.565  -0.070
H9 4.988 -2.982 0.849  0.065
H10 3.869 -4.042 0.121  0.071
H11 3.983 -3.986 1.893  0.069
H12 3.330 -1.500 1.931  0.140
H13 2.751 -1.975 -0.962  0.095
H14 3.689 -0.796 -0.327  0.091
H15 1.946 -0.718 0.142  0.045
H16 1.617 -3.483 1.024  0.114
C9 -2.927 1.455 -0.026  -0.083
C10 -1.962 2.481 0.581  -0.397
C11 -2.194 2.794 2.075  -0.046
O13 -0.712 1.850 0.588  -0.136
H17 -2.634 1.178 -1.039  0.041
H18 -3.912 1.919 -0.073  0.072
H19 -3.073 0.626 0.666  0.080
H20 -2.047 3.435 0.061  0.124
H21 -3.120 3.317 2.311  0.056
H22 -1.332 3.292 2.520  0.077
H23 -2.330 1.870 2.638  0.041
H24 -0.914 0.936 0.797  -0.135


| no. | orbital gap (eV) | E_LUMO (eV) | electronic energy (a.u.) |
| --- | --- | --- | --- |
| 1 | 9.312 | 0.351 | -953.4934 |
| 2 | 9.579 | 0.934 | -829.5325 |
| 3 | 4.432 | 4.220 | -3298.5331 |